Computed, not measured: a cluster of 4 separate species, C4H15NO3 in total in a non-equilibrium geometry, with the ωB97M-V functional and the def2-TZVPD basis.

Output
LUMO   0.70 eV
Total charge   0
Structure (SMILES)   C=CCCN.O.O.O
HOMO energy   -9.6 eV
ΔE to the lowest compared entry with this formula, charge and spin   171.3 kJ/mol
Orbital gap   10.3 eV

```
23
Properties=species:S:1:pos:R:3:forces:R:3
C 0.066731 1.280217 -1.127564 -0.390 0.130 1.170
C 0.337206 1.783641 0.340279 -1.603 -0.404 -0.805
C 1.138316 0.814829 1.134977 -0.043 -0.339 0.179
C 0.681753 -0.026647 2.055911 0.062 -0.875 0.073
N -1.307035 0.716581 -1.280099 1.310 1.050 0.958
H 0.869795 0.568224 -1.304469 -0.363 0.352 -0.936
H 0.062022 2.127786 -1.806790 0.643 -0.029 -0.118
H -0.703660 1.880529 0.663822 0.311 0.100 0.772
H 0.775767 2.769633 0.370201 0.326 0.277 -0.177
H 2.185782 0.751249 0.845887 0.079 0.142 0.310
H -0.355616 -0.209907 2.295832 -0.260 0.845 0.088
H 1.291753 -0.748565 2.596790 0.424 0.292 -0.333
H -1.688105 1.209615 -2.059640 -0.741 -0.745 -0.504
H -1.368193 -0.282889 -1.251567 0.111 -0.261 -0.816
H 2.503059 -0.710853 -2.040177 -0.093 -0.301 0.358
H 1.512845 -0.803116 -0.870317 -0.074 -0.317 0.028
O 2.292898 -1.222162 -1.242477 0.588 0.092 -0.364
H -2.517785 0.236002 0.318775 -0.151 -0.287 0.826
H -1.818047 -0.733408 1.250199 -0.375 0.256 0.220
O -2.679062 -0.304232 1.136282 0.443 0.152 -0.921
H 0.557744 -2.558232 -0.015767 0.219 -0.181 0.878
H -0.966452 -2.045261 0.068578 -0.228 -0.315 1.054
O -0.218806 -2.259059 -0.467226 -0.194 0.366 -1.937
```
Positions in Å, forces in eV/Å.